P | DFT (wB97M-V/def2-TZVPD) results for an isolated molecule of C7H10.

Element x y z (Å)
C (-1.40975, 0.21964, 1.33825)
C (0.90793, 0.53988, 0.22838)
C (0.04057, -1.42709, -0.63883)
C (0.07335, 0.87522, -1.02903)
C (1.35211, -0.88896, -0.09099)
C (-0.69645, -0.42839, -1.12729)
C (-0.15929, 0.70681, 1.31361)
H (1.73399, 1.23662, 0.40556)
H (-1.70628, -0.50109, -1.51606)
H (2.12897, -0.89862, -0.87834)
H (-2.20692, 0.84214, 1.72418)
H (1.76706, -1.40451, 0.77748)
H (-0.50649, 1.79671, -0.91442)
H (0.69067, 0.96963, -1.93100)
H (-0.24759, -2.47167, -0.59179)
H (-1.76172, -0.73230, 0.97213)
H (-0.00016, 1.56600, 1.95816)

* HOMO: -8.6 eV
* gap between HOMO and LUMO: 9.796 eV
* lowest unoccupied orbital energy: 0.0426 hartree

Q | DFT (wB97M-V/def2-TZVPD) results for an isolated molecule of C7H10.

Element x y z (Å)
C (-0.96088, 0.39258, -1.02113)
C (1.69773, 0.26628, -0.21899)
C (1.07684, -0.19960, 1.11842)
C (0.03462, -1.01361, 0.29593)
C (-1.40328, -0.48353, 0.15585)
C (0.45083, -0.23730, -0.97641)
C (-1.49213, 1.00455, 0.23758)
H (0.14982, -2.09817, 0.33755)
H (0.65603, -0.73569, -1.92665)
H (-1.48051, 0.56014, -1.96086)
H (2.09320, 1.27841, -0.32651)
H (-2.28483, -1.11189, 0.24851)
H (-2.51071, 1.37286, 0.12748)
H (1.73806, -0.76791, 1.77841)
H (0.63486, 0.61079, 1.70394)
H (2.48949, -0.44361, -0.48525)
H (-0.88914, 1.60570, 0.91213)

* HOMO: -9.0 eV
* gap between HOMO and LUMO: 10.236 eV
* lowest unoccupied orbital energy: 0.0453 hartree

R | DFT (wB97M-V/def2-TZVPD) results for an isolated molecule of C7H10.

Element x y z (Å)
C (1.74647, -0.06046, 1.73170)
C (1.57621, -0.38185, 0.58277)
C (-1.20223, -1.40173, 0.10399)
C (-0.38409, -0.73897, -0.97693)
C (-0.36235, 1.62813, 0.21827)
C (-0.02241, 0.71223, -0.93409)
C (1.06671, -0.37829, -0.75486)
H (-1.03296, -2.48432, 0.08609)
H (0.03636, 1.19773, -1.89884)
H (-1.26933, 1.32741, 0.75099)
H (0.45332, 1.59078, 0.95068)
H (-0.48046, 2.66501, -0.10604)
H (1.77094, -0.53520, -1.56948)
H (-2.27389, -1.22350, -0.05013)
H (-0.93382, -1.04101, 1.10315)
H (1.88576, 0.24562, 2.74002)
H (-0.57423, -1.12159, -1.97731)

* HOMO: -9.3 eV
* gap between HOMO and LUMO: 10.377 eV
* lowest unoccupied orbital energy: 0.0410 hartree

Stability summary: most stable P, least stable Q.

P | DFT (wB97M-V/def2-TZVPD) results for an isolated molecule of C7H10.

Element x y z (Å)
C (0.26462, -0.06630, 0.34932)
C (-1.51886, 0.84006, -0.61666)
C (-0.88210, 0.14553, -1.79492)
C (1.68364, -0.50357, 0.46716)
C (-0.70676, -0.69295, -0.60350)
C (-0.32417, 1.33845, 0.23789)
C (0.73262, -0.68297, 1.62498)
H (-1.08676, -1.71826, -0.56323)
H (0.31736, 2.05207, -0.29928)
H (-2.02204, -0.02275, -0.04574)
H (2.44240, 0.26824, 0.52914)
H (0.40174, -1.68851, 1.87209)
H (1.96674, -1.38969, -0.09630)
H (0.05495, 0.55326, -2.16403)
H (-1.55733, -0.19857, -2.57010)
H (-0.61710, 1.79023, 1.18993)
H (0.85107, -0.02426, 2.48324)

* HOMO: -7.8 eV
* gap between HOMO and LUMO: 8.943 eV
* lowest unoccupied orbital energy: 0.0407 hartree

Q | DFT (wB97M-V/def2-TZVPD) results for an isolated molecule of C7H10.

Element x y z (Å)
C (1.35984, -1.70271, 0.08384)
C (-0.47681, 0.20770, -0.00741)
C (0.11620, 1.60563, -0.09822)
C (1.51735, 1.00106, 0.00191)
C (-1.64793, -0.40796, -0.74966)
C (0.88567, -0.43314, -0.09611)
C (-1.62047, -0.26579, 0.76734)
H (-1.31374, -1.40713, -1.01934)
H (-2.17921, 0.15182, -1.47727)
H (0.03997, 2.27509, 0.86046)
H (2.08387, 1.20236, 0.95477)
H (0.77630, -2.63834, 0.21980)
H (2.04691, 1.17132, -0.87782)
H (2.41016, -1.95695, -0.01229)
H (-0.01555, 2.00013, -1.04296)
H (-2.27178, 0.42046, 1.21382)
H (-1.71078, -1.22358, 1.27915)

* HOMO: -8.8 eV
* gap between HOMO and LUMO: 10.014 eV
* lowest unoccupied orbital energy: 0.0437 hartree

R | DFT (wB97M-V/def2-TZVPD) results for an isolated molecule of C7H10.

Element x y z (Å)
C (-1.36987, 1.65496, 0.09476)
C (-2.51961, -0.79134, -0.15833)
C (1.87144, -0.78086, 0.15026)
C (0.89201, 0.23466, -0.46681)
C (-1.59636, 0.32258, 0.03697)
C (-0.27835, 0.68767, 0.48077)
C (2.26109, 0.67709, -0.09769)
H (-2.87575, -0.84237, -1.16743)
H (0.06204, 0.56304, 1.41698)
H (-3.43932, -0.77160, 0.49071)
H (2.20243, -1.52572, -0.55956)
H (0.68701, -0.09856, -1.43583)
H (2.91024, 0.98422, -0.94154)
H (-1.58684, 2.67795, -0.07180)
H (2.23821, 1.34058, 0.71828)
H (-1.92374, -1.69504, -0.04242)
H (1.76526, -1.07328, 1.17345)

* HOMO: -8.6 eV
* gap between HOMO and LUMO: 9.752 eV
* lowest unoccupied orbital energy: 0.0415 hartree

Stability summary: most stable Q, least stable P.

P | DFT (wB97M-V/def2-TZVPD) results for a 2-piece molecular cluster, C12H10 overall.

Element x y z (Å)
C (-2.57349, 1.65518, 0.20490)
C (0.34454, 0.65839, 0.11798)
C (1.13340, -0.49036, 0.24632)
C (-1.15985, -1.20611, -0.00491)
C (-0.98812, 0.13638, 0.01705)
C (-3.39175, 2.54199, 0.09412)
C (2.36461, 1.97983, -0.03780)
C (0.26757, -1.73866, 0.08013)
C (2.53938, -0.49146, 0.19646)
C (-2.23992, -2.19211, -0.15114)
C (0.93250, 1.95644, -0.00047)
C (3.06920, 0.80707, 0.03291)
H (-2.74143, -2.56664, 0.78188)
H (4.19437, 0.82871, 0.08244)
H (0.47711, -2.43631, 0.84387)
H (3.14782, -1.41841, 0.21927)
H (-3.21177, -1.83732, -0.63431)
H (-4.04144, 3.37740, -0.14664)
H (0.29053, 2.75203, -0.02790)
H (2.88214, 2.88523, -0.22436)
H (0.51088, -2.24251, -0.87965)
H (-1.80629, -2.95877, -0.81015)

* HOMO: -8.6 eV
* gap between HOMO and LUMO: 8.963 eV
* lowest unoccupied orbital energy: 0.0136 hartree

Q | DFT (wB97M-V/def2-TZVPD) results for an isolated molecule of C12H10.

Element x y z (Å)
C (1.37982, -1.14268, -2.53807)
C (-1.25093, 0.70618, 1.18997)
C (-1.41664, 1.06133, 2.51922)
C (-0.80659, -0.05273, -2.99981)
C (0.08302, -0.16122, -0.77962)
C (-0.89736, 0.16188, -1.63860)
C (0.93393, -0.10108, 1.71949)
C (0.80678, 0.23940, 3.01351)
C (0.39755, -0.81125, -3.46570)
C (-0.42782, 0.77456, 3.49366)
C (1.19209, -0.88695, -1.23550)
C (-0.09015, 0.14346, 0.72418)
H (2.37734, -1.48474, -2.62953)
H (-1.64851, 0.57415, -1.48995)
H (-1.93040, 0.97019, 0.52505)
H (-0.49607, 1.02565, 4.48741)
H (-1.51964, 0.33237, -3.97384)
H (1.93822, -0.23100, 1.40814)
H (-2.28312, 1.39522, 3.02913)
H (2.03082, -1.04792, -0.50869)
H (0.64669, -1.09337, -4.57861)
H (1.46245, -0.02593, 3.71454)

* HOMO: -8.3 eV
* gap between HOMO and LUMO: 8.922 eV
* lowest unoccupied orbital energy: 0.0210 hartree

Stability summary: most stable Q, least stable P.

P | DFT (wB97M-V/def2-TZVPD) results for an isolated molecule of C18H25N3O3.

Element x y z (Å)
O (0.21178, 5.27914, 2.53107)
O (2.72574, -1.16981, -4.34459)
O (-1.92481, 0.23985, 3.51834)
N (0.23740, 0.91953, 1.81853)
N (1.04049, 4.23260, 2.32516)
N (-0.26214, -0.98378, -0.22071)
C (0.41998, 3.15456, 2.72737)
C (0.30400, 1.30425, 0.41735)
C (0.63787, -0.47153, 1.94093)
C (-1.94237, -1.13403, 3.22861)
C (-0.33363, -1.38103, 1.17834)
C (-0.96168, -1.86229, -1.13914)
C (-0.45379, -1.68211, -2.54694)
C (-0.87373, 3.48298, 3.21697)
C (-0.93156, 4.83321, 3.06149)
C (-1.78136, -1.42318, 1.73576)
C (-0.60352, 0.41165, -0.42014)
C (0.91018, -1.51278, -2.75500)
C (1.04388, 1.80349, 2.65202)
C (-0.82005, -1.54951, -4.91391)
C (0.53083, -1.37577, -5.12435)
C (3.65563, -1.12036, -3.29092)
C (-1.31851, -1.69791, -3.62856)
C (1.40978, -1.35233, -4.03966)
H (-1.68539, 5.56347, 3.27780)
H (1.08036, 1.38059, 3.66100)
H (-1.49449, -1.56472, -5.75706)
H (-1.17165, -1.66655, 3.80872)
H (1.55199, -1.49856, -1.88922)
H (-2.37907, -1.82754, -3.47044)
H (-2.05380, -1.70999, -1.12204)
H (-2.91817, -1.49984, 3.56449)
H (-1.24631, 0.64844, 2.94773)
H (-2.19597, -2.41038, 1.52310)
H (3.44211, -0.29387, -2.60521)
H (0.08089, -2.39637, 1.23909)
H (3.67876, -2.06045, -2.73007)
H (0.93463, -1.25342, -6.11666)
H (-1.61051, 2.81716, 3.61238)
H (2.07348, 1.90778, 2.27496)
H (-0.76394, -2.89316, -0.82519)
H (1.33922, 1.22101, 0.04479)
H (-0.45904, 0.64376, -1.47791)
H (4.62484, -0.95745, -3.75996)
H (-2.39458, -0.69048, 1.20812)
H (1.64501, -0.63039, 1.51833)
H (-0.01288, 2.34453, 0.32019)
H (-1.65587, 0.63002, -0.17092)
H (0.66997, -0.74840, 2.99596)

* HOMO: -8.5 eV
* gap between HOMO and LUMO: 9.215 eV
* lowest unoccupied orbital energy: 0.0252 hartree

Q | DFT (wB97M-V/def2-TZVPD) results for an isolated molecule of C18H25N3O3.

Element x y z (Å)
O (-0.61481, -3.39444, 0.67315)
O (-0.68374, 2.91495, 1.56942)
O (0.31773, 1.00667, 2.12385)
N (3.25082, -0.27248, -0.78499)
N (0.72842, -1.58008, 0.77748)
N (-2.63953, 1.47636, 0.09751)
C (-2.62256, 2.83823, -0.35790)
C (-3.19392, -0.69982, 0.32895)
C (-5.03109, -1.75014, -0.75907)
C (-5.37095, -0.53009, -1.35916)
C (2.49090, 0.92189, -0.45499)
C (-3.53557, 0.52938, -0.29135)
C (-3.95268, -1.84884, 0.08379)
C (-0.38021, -2.27328, 1.07143)
C (-4.63888, 0.61349, -1.14110)
C (-2.04297, -0.46074, 1.11978)
C (1.78466, -2.12525, -0.04814)
C (-1.71941, 0.88217, 0.94772)
C (-1.35543, -1.47847, 1.95519)
C (-0.62076, 1.56887, 1.58594)
C (3.10796, -1.37789, 0.14032)
C (1.21824, 1.02692, -1.29778)
C (5.57675, 0.43550, -0.10968)
C (4.61231, -0.02489, -1.21048)
H (3.18587, -1.06035, 1.19404)
H (5.21678, 1.34764, 0.36119)
H (1.89940, -3.17958, 0.22291)
H (6.55785, 0.63077, -0.53487)
H (-6.23018, -0.49038, -2.01244)
H (-2.86838, 3.52554, 0.45421)
H (-2.08523, -2.17853, 2.36207)
H (0.52711, 0.22060, -1.07234)
H (3.91956, -2.07965, -0.06074)
H (-3.35302, 2.95339, -1.15507)
H (4.99257, -0.94849, -1.65730)
H (-4.92107, 1.54097, -1.61646)
H (1.47270, 0.97817, -2.35327)
H (2.23061, 0.94310, 0.61175)
H (0.84929, -0.66211, 1.18495)
H (0.72183, 1.97593, -1.10300)
H (4.57653, 0.73046, -2.00022)
H (-1.63747, 3.10089, -0.74570)
H (3.10301, 1.80612, -0.65705)
H (1.49993, -2.08260, -1.10549)
H (-5.63280, -2.62107, -0.97049)
H (5.67833, -0.32978, 0.65587)
H (-3.67524, -2.78764, 0.53627)
H (0.08621, 3.27170, 2.03853)
H (-0.79948, -1.00308, 2.76276)

* HOMO: -8.1 eV
* gap between HOMO and LUMO: 8.181 eV
* lowest unoccupied orbital energy: 0.0038 hartree

Stability summary: most stable Q, least stable P.